{"formula": "CH14O5S", "method": "ωB97M-V with the def2-TZVPD basis set", "e_tot_ha": -820.80696, "charge": 0, "homo_lumo_gap_ev": 9.35, "smiles": "CS.O.O.O.O.O", "homo_energy_ev": -9.058, "elements": ["C", "S", "H", "H", "H", "H", "O", "H", "H", "O", "H", "H", "O", "H", "H", "O", "H", "H", "O", "H", "H"], "xyz": [[-1.875453, 0.341964, 0.855481], [-1.936055, -0.457578, -0.801193], [-2.666303, 1.027655, 0.861325], [-1.929526, -0.376169, 1.593390], [-1.061208, 0.943123, 1.196436], [-2.861506, -1.370262, -0.579316], [-0.380709, -2.714666, -0.115081], [-0.532744, -3.546762, -0.562722], [-0.204375, -1.960318, -0.602413], [0.088236, 3.292840, -1.509684], [0.095066, 2.691654, -2.393935], [0.468546, 2.664652, -0.825895], [1.329690, -1.350830, -2.432475], [1.148781, -0.549039, -1.902993], [0.645969, -1.187508, -3.106574], [2.074898, 2.183466, 0.318558], [2.859067, 2.465212, -0.046227], [1.913421, 2.436401, 1.285536], [1.022525, -1.146504, 3.150428], [0.151629, -1.578267, 2.841330], [1.650049, -1.809068, 2.776031]], "forces_ev_per_a": [[-0.123, 0.227, -1.354], [0.768, 1.788, -0.290], [-1.505, 0.662, 0.382], [-0.645, -1.680, 1.490], [1.381, 0.170, -0.986], [-0.254, -0.300, 0.470], [-0.312, -2.887, 3.373], [0.313, 0.518, -0.709], [0.427, 1.459, -2.269], [0.452, -3.235, -2.236], [-0.081, 2.222, 3.210], [-0.313, 1.090, -1.037], [-0.996, 1.194, -0.072], [0.603, -0.517, 0.146], [0.390, -0.588, -0.074], [-3.960, -1.119, 2.969], [2.805, 1.342, -0.568], [1.072, -0.348, -2.345], [-1.467, -2.025, -1.295], [1.834, 1.169, 0.753], [-0.391, 0.857, 0.442]], "mulliken_charge": [-0.8405, -0.2870, 0.3463, 0.3451, 0.2831, 0.1454, -0.5712, 0.2655, 0.3288, -0.6489, 0.3194, 0.3391, -0.6352, 0.2803, 0.3399, -0.6036, 0.2780, 0.3192, -0.6476, 0.3199, 0.3239]}